Version one
The following is a DFT calculation (ωB97M-V with the def2-TZVPD basis set) of a single C3H2F2S2 molecule.

## Properties
net charge	0

Each line ends with the Löwdin charge.
Atoms and positions in Å:
1 F -2.273 -1.683 -0.631  0.03
2 C -0.960 -1.338 -0.581  -0.09
3 C -0.725 -0.308 0.187  -0.43
4 F -1.704 0.220 0.913  0.09
5 C 0.574 0.441 0.137  -1.16
6 S 0.552 2.046 0.101  0.74
7 S 2.017 -0.538 -0.101  0.77
8 H -0.276 -1.930 -1.305  0.16
9 H 1.641 -1.787 0.310  -0.10

***

Version two
The following is a DFT calculation (ωB97M-V with the def2-TZVPD basis set) of a single C3H2F2S2 molecule.

## Properties
net charge	0

Each line ends with the Löwdin charge.
Atoms and positions in Å:
1 C -0.595 0.554 -0.439  -0.56
2 C -1.745 -0.073 -0.640  -0.67
3 C 2.005 -0.021 0.801  -0.57
4 F 2.868 -1.017 1.012  0.04
5 F 1.454 0.623 1.823  0.06
6 S 0.929 -0.317 -0.632  0.96
7 S -1.700 -1.817 -0.693  0.61
8 H -0.488 1.568 -0.408  0.03
9 H -2.728 0.501 -0.823  0.10

***

Short version: version two is the least stable of them.

***

Version one
The following is a DFT calculation (ωB97M-V with the def2-TZVPD basis set) of a molecular structure, C5H10N2O.

## Properties
net charge	0

Each line ends with the Löwdin charge.
Atoms and positions in Å:
1 C -0.160 1.566 -0.123  -0.12
2 C -0.587 -0.924 -0.051  0.01
3 C 0.818 0.417 -0.319  -0.20
4 C -2.985 -0.424 0.318  -0.06
5 C 3.035 -0.250 0.108  -0.08
6 N -1.361 1.311 0.204  0.06
7 N -1.593 0.004 0.374  -0.30
8 O 1.801 0.305 0.656  -0.16
9 H -0.025 2.598 -0.320  0.09
10 H -0.656 -1.308 -1.008  0.07
11 H 0.007 -1.345 0.710  0.08
12 H 1.267 0.359 -1.294  0.11
13 H -3.540 0.431 0.843  0.10
14 H -3.156 -0.235 -0.720  0.06
15 H -3.168 -1.440 0.723  0.09
16 H 3.348 0.415 -0.733  0.09
17 H 3.082 -1.257 -0.246  0.07
18 H 3.872 -0.224 0.876  0.10

***

Version two
The following is a DFT calculation (ωB97M-V with the def2-TZVPD basis set) of a single C5H10N2O molecule.

## Properties
net charge	0

Each line ends with the Löwdin charge.
Atoms and positions in Å:
1 C -1.281 1.044 -1.697  -0.10
2 C -1.165 1.772 -0.394  -0.18
3 C -0.264 1.533 0.545  -0.04
4 O 1.271 1.139 0.167  0.02
5 C 1.213 -0.156 0.376  -0.58
6 N 2.323 -0.903 0.104  0.18
7 N 0.056 -0.541 0.781  -0.01
8 C -0.316 -1.905 1.042  -0.12
9 H -1.317 1.743 -2.535  0.07
10 H -0.430 0.383 -1.865  0.07
11 H -2.187 0.433 -1.720  0.07
12 H -1.936 2.492 -0.145  0.10
13 H -0.231 1.988 1.519  0.11
14 H 3.181 -0.393 -0.030  0.10
15 H 2.390 -1.821 0.514  0.10
16 H -0.206 -2.536 0.147  0.08
17 H -1.368 -1.918 1.334  0.07
18 H 0.267 -2.355 1.857  0.07

***

Version three
The following is a DFT calculation (ωB97M-V with the def2-TZVPD basis set) of a molecular structure, C5H10N2O.

## Properties
net charge	0

Each line ends with the Löwdin charge.
Atoms and positions in Å:
1 C -1.329 -1.164 -0.651  -0.16
2 C -0.404 0.078 -0.340  -0.53
3 C 1.160 -0.289 -0.676  -0.17
4 C 0.702 -0.612 -2.108  -0.23
5 C 0.275 1.013 1.660  -0.21
6 H -0.540 -2.257 -0.693  0.14
7 H -2.164 -1.008 0.307  0.13
8 H -2.027 -0.776 -1.779  0.16
9 H -0.958 0.642 -1.049  0.10
10 H 1.852 -1.249 -0.319  0.16
11 H 1.984 0.629 -0.910  0.16
12 H -0.365 -1.733 -2.506  0.22
13 H 1.508 0.922 1.456  0.17
14 H 0.617 2.067 3.349  0.12
15 H -0.809 1.736 3.134  0.08
16 N -0.773 0.527 0.926  0.02
17 N 0.049 1.099 3.125  -0.02
18 O 1.224 0.375 -2.927  -0.14

***

Short version: version three is the least stable of them.

***

Version one
The following is a DFT calculation (ωB97M-V with the def2-TZVPD basis set) of a gas-phase ion, C2H3N4S (charge +1).

## Properties
2S+1	3
net charge	+1

Each line ends with the Löwdin spin population.
Atoms and positions in Å:
1 C -0.304 0.663 -0.301  0.65
2 C 0.428 -0.336 -1.051  0.07
3 N -1.552 0.923 -0.331  0.18
4 N -2.583 1.402 -0.413  0.64
5 N 1.158 -0.821 1.366  0.07
6 N 0.257 0.012 1.565  0.29
7 S 1.617 -1.412 0.040  0.04
8 H -0.174 -0.950 -1.596  0.02
9 H 1.138 0.190 -1.681  0.02
10 H 0.015 0.330 2.403  0.01

***

Version two
The following is a DFT calculation (ωB97M-V with the def2-TZVPD basis set) of a gas-phase ion, C2H3N4S (charge +1).

## Properties
2S+1	3
net charge	+1

Each line ends with the Löwdin spin population.
Atoms and positions in Å:
1 C -0.777 -0.155 -0.151  0.57
2 C 0.292 0.870 0.052  0.08
3 N -1.969 -0.352 0.133  0.28
4 N -3.038 -0.557 0.385  0.77
5 N 1.331 -1.531 0.081  0.05
6 N 0.135 -1.664 -0.157  0.15
7 S 1.859 -0.071 0.340  0.06
8 H 0.376 1.581 -0.759  0.03
9 H 0.027 1.483 0.828  0.02
10 H -0.205 -2.613 -0.105  0.01

***

Short version: version one is the least stable of them.

***

Version one
The following is a DFT calculation (ωB97M-V with the def2-TZVPD basis set) of a gas-phase ion, C3HN4 (charge +1).

## Properties
net charge	+1

Each line ends with the Löwdin charge.
Atoms and positions in Å:
1 N 3.689 0.615 0.061  0.33
2 C 2.532 0.536 0.092  -0.15
3 C 1.174 0.439 0.187  0.28
4 N -0.227 0.727 -0.239  0.16
5 N -1.368 0.162 -0.149  0.02
6 C -1.634 -1.133 0.062  -0.21
7 N -1.912 -2.197 0.366  0.27
8 H -2.253 0.852 -0.381  0.29

***

Version two
The following is a DFT calculation (ωB97M-V with the def2-TZVPD basis set) of 2 unconnected molecules or ions with the total composition C3HN4.

## Properties
net charge	+1

Each line ends with the Löwdin charge.
Atoms and positions in Å:
1 C 0.795 0.939 -0.579  0.23
2 C -1.772 -0.888 0.200  -0.09
3 C 3.307 0.222 -0.083  -0.09
4 N -2.054 -1.987 0.403  0.38
5 N 3.956 -0.391 0.598  0.06
6 N -1.520 0.376 -0.128  0.20
7 N -0.312 0.795 -0.344  0.07
8 H -2.401 0.934 -0.067  0.25

***

Short version: version two is the least stable of them.

***

Version one
The following is a DFT calculation (ωB97M-V with the def2-TZVPD basis set) of 2 unconnected molecules or ions with the total composition C3H8N2O.

## Properties
net charge	0

Each line ends with the Löwdin charge.
Atoms and positions in Å:
1 C 0.255 2.048 1.220  -0.12
2 N 0.152 0.796 0.488  0.00
3 C 0.188 0.866 -0.750  -0.43
4 O 0.262 1.343 -1.836  0.09
5 H -0.005 2.925 0.611  0.08
6 H -0.426 1.998 2.072  0.07
7 H 1.275 2.180 1.599  0.08
8 C -0.256 -1.967 0.058  -0.15
9 N -0.145 -1.157 -1.155  -0.04
10 H -0.236 -3.045 -0.143  0.07
11 H 0.550 -1.691 0.742  0.07
12 H -1.190 -1.704 0.560  0.08
13 H 0.586 -1.473 -1.785  0.10
14 H -1.011 -1.120 -1.682  0.10

***

Version two
The following is a DFT calculation (ωB97M-V with the def2-TZVPD basis set) of a single C3H8N2O molecule.

## Properties
net charge	0

Each line ends with the Löwdin charge.
Atoms and positions in Å:
1 C 1.478 -1.562 0.500  0.00
2 C 0.158 -0.855 0.279  -0.56
3 O -0.840 -1.177 0.895  0.05
4 N 0.161 0.154 -0.633  0.04
5 C -1.056 0.914 -0.842  -0.26
6 N -1.355 1.896 0.213  0.01
7 H 1.790 -1.975 -0.459  0.08
8 H 1.318 -2.375 1.197  0.08
9 H 2.274 -0.896 0.810  0.08
10 H 1.068 0.527 -0.875  0.14
11 H -1.851 0.194 -0.953  0.12
12 H -0.889 1.549 -1.712  0.11
13 H -0.467 2.206 0.596  0.06
14 H -1.788 1.401 0.986  0.06

***

Version three
The following is a DFT calculation (ωB97M-V with the def2-TZVPD basis set) of a single C3H8N2O molecule.

## Properties
net charge	0

Each line ends with the Löwdin charge.
Atoms and positions in Å:
1 C 0.174 -1.807 -1.325  -0.10
2 C 0.874 -1.121 -0.100  -0.32
3 N 0.771 0.315 -0.189  0.02
4 C -0.060 0.815 0.633  -0.23
5 N -0.221 2.212 0.792  -0.08
6 O -1.553 2.430 1.146  -0.09
7 H -0.901 -1.512 -1.281  0.07
8 H 0.212 -2.901 -1.335  0.06
9 H 0.630 -1.512 -2.286  0.07
10 H 1.938 -1.413 -0.083  0.10
11 H 0.363 -1.533 0.801  0.10
12 H -0.748 0.286 1.354  0.15
13 H 0.020 2.741 -0.081  0.15
14 H -1.501 2.999 1.951  0.11

***

Short version: version three is the least stable of them.

***

Version one
The following is a DFT calculation (ωB97M-V with the def2-TZVPD basis set) of 2 unconnected molecules or ions with the total composition C3H8N2O.

## Properties
net charge	0

Each line ends with the Löwdin charge.
Atoms and positions in Å:
1 C 1.636 -0.610 -0.519  -0.05
2 C -0.794 -0.514 1.122  -0.02
3 C -0.507 -0.085 -0.290  -0.43
4 N -1.503 0.544 -0.930  0.17
5 O 1.260 1.138 0.444  -0.27
6 N 0.456 -0.583 -1.107  -0.02
7 H 1.408 1.881 -0.155  -0.01
8 H -2.279 0.937 -0.425  0.11
9 H -1.355 0.776 -1.900  0.12
10 H 2.495 -0.675 -1.186  0.09
11 H 1.800 -0.938 0.505  0.07
12 H -1.150 0.328 1.714  0.09
13 H -1.556 -1.299 1.105  0.09
14 H 0.089 -0.900 1.622  0.07

***

Version two
The following is a DFT calculation (ωB97M-V with the def2-TZVPD basis set) of a single C3H8N2O molecule.

## Properties
net charge	0

Each line ends with the Löwdin charge.
Atoms and positions in Å:
1 N 1.548 2.322 0.531  -0.05
2 C 0.546 1.260 0.703  -0.28
3 C 0.612 0.346 -0.579  -0.18
4 N -0.655 -0.444 -0.834  0.00
5 C -0.748 -1.747 -0.254  -0.33
6 O -1.678 -2.390 0.255  -0.01
7 H 1.366 2.962 -0.245  0.06
8 H 1.944 2.808 1.380  0.09
9 H -0.442 1.636 1.073  0.11
10 H 0.806 0.681 1.602  0.10
11 H 0.843 0.978 -1.407  0.09
12 H 1.453 -0.260 -0.419  0.09
13 H -1.566 0.088 -1.108  0.18
14 H 0.301 -2.084 -0.014  0.13

***

Version three
The following is a DFT calculation (ωB97M-V with the def2-TZVPD basis set) of a single C3H8N2O molecule.

## Properties
net charge	0

Each line ends with the Löwdin charge.
Atoms and positions in Å:
1 C -1.513 1.095 0.607  -0.15
2 N -0.916 -0.068 -0.019  -0.01
3 C 0.330 -0.002 -0.391  -0.45
4 N 1.178 1.069 -0.205  0.14
5 C 0.893 -1.306 -0.829  -0.04
6 O 0.279 -2.262 0.343  -0.16
7 H -2.579 0.917 0.761  0.07
8 H -1.057 1.316 1.578  0.08
9 H -1.429 1.978 -0.037  0.07
10 H 0.915 1.722 0.521  0.08
11 H 2.170 0.865 -0.216  0.09
12 H 0.438 -1.650 -1.756  0.11
13 H 1.980 -1.365 -0.822  0.11
14 H -0.689 -2.309 0.466  0.06

***

Version four
The following is a DFT calculation (ωB97M-V with the def2-TZVPD basis set) of a single C3H8N2O molecule.

## Properties
net charge	0

Each line ends with the Löwdin charge.
Atoms and positions in Å:
1 H -0.545 2.769 -1.422  0.04
2 N -0.315 2.112 -0.690  0.08
3 C -0.341 0.877 -1.081  -0.63
4 O -0.546 0.136 -2.023  0.03
5 N 0.065 0.159 0.313  -0.19
6 C 1.355 -0.532 0.211  -0.03
7 C -1.010 -0.705 0.819  -0.03
8 H 0.112 1.097 0.754  0.13
9 H 2.112 0.177 -0.130  0.10
10 H 1.642 -0.946 1.181  0.09
11 H 1.254 -1.337 -0.523  0.10
12 H -1.163 -1.518 0.105  0.10
13 H -0.738 -1.114 1.795  0.09
14 H -1.927 -0.119 0.898  0.10

***

Short version: version one is the least stable of them.